Molecular formula: C14H28O4P2SY
Method: DFT, ωB97M-V/def2-TZVPD

The value obtained for the orbital gap is 7.166 eV. As for the charge: +1. The calculation puts the energy above the lowest of the compared OMol25 structures with the same formula, charge and spin at 0.0 kJ/mol. Its total energy is -53612.9340 eV. The value obtained for the strongest force on any atom is 5.53 eV/A.

Last column: Mulliken charge in e.
Positions of all 50 atoms, in Å:
Y1 -0.2961 0.9406 -0.8921  -0.291
H1 0.9241 -0.4776 -2.7010  0.069
H2 0.2962 -0.8904 -2.5215  0.015
P1 1.3376 2.6350 -2.3996  1.200
P2 -2.8401 -0.0143 -1.6416  1.204
C1 -3.9784 0.2295 -0.2184  -1.275
H3 -4.8710 -0.3929 -0.3531  0.414
H4 -3.4733 -0.0469 0.7158  0.306
H5 -4.2776 1.2832 -0.1589  0.350
C2 -3.9581 0.2748 -3.0525  -1.168
H6 -3.4725 -0.0740 -3.9707  0.352
H7 -4.8972 -0.2718 -2.9088  0.380
H8 -4.1688 1.3459 -3.1381  0.360
C3 -2.7963 -1.8453 -1.6303  -1.198
H9 -2.1766 -2.1915 -0.7909  0.193
H10 -3.8188 -2.2355 -1.5464  0.456
H11 -2.3457 -2.2013 -2.5673  0.353
C4 0.8742 3.5939 -3.8924  -1.190
H12 1.6912 4.2428 -4.2248  0.388
H13 0.6276 2.9003 -4.7037  0.340
H14 0.0022 4.2149 -3.6672  0.355
C5 2.0318 3.9553 -1.3282  -1.357
H15 2.4517 3.5049 -0.4229  0.368
H16 2.8192 4.5030 -1.8569  0.396
H17 1.2376 4.6520 -1.0446  0.366
C6 2.8940 1.8519 -2.9660  -1.295
H18 2.6685 1.1381 -3.7671  0.392
H19 3.5939 2.6062 -3.3484  0.401
H20 3.3549 1.3146 -2.1270  0.353
C7 -0.7073 2.5448 0.8932  0.456
O1 -0.8029 3.2080 1.8295  -0.102
H21 -1.4433 2.1894 -2.0062  -0.104
C8 1.9089 -3.7148 6.0080  -1.381
C9 1.5393 -2.9065 4.7996  0.790
C10 2.4302 -1.9611 4.2752  -0.568
C11 2.1617 -1.3297 3.0624  -0.461
C12 0.9863 -1.6423 2.3726  0.296
C13 0.0118 -2.4549 2.9650  -0.557
C14 0.3076 -3.0898 4.1646  -0.628
S1 0.8949 -1.3285 0.6352  1.473
O2 1.5524 0.0039 0.3249  -0.753
O3 1.4254 -2.4486 -0.0863  -0.648
O4 -0.5827 -1.0483 0.3883  -0.544
H22 2.8087 -4.3136 5.8150  0.329
H23 2.1134 -3.0790 6.8762  0.338
H24 1.1054 -4.4091 6.2696  0.345
H25 3.3473 -1.7367 4.8183  0.387
H26 2.8755 -0.6315 2.6336  0.429
H27 -0.9416 -2.6377 2.4686  0.374
H28 -0.4252 -3.7593 4.6173  0.295

***

Molecular formula: C24H29AsN2O10PtS3
Method: DFT, ωB97M-V/def2-TZVPD

The value obtained for the orbital gap is 7.784 eV. As for the charge: +2. The calculation puts the energy above the lowest of the compared OMol25 structures with the same formula, charge and spin at 157.8 kJ/mol. Its total energy is -145387.7459 eV. The value obtained for the strongest force on any atom is 0.81 eV/A.

Last column: Mulliken charge in e.
Positions of all 70 atoms, in Å:
Pt1 0.3521 0.4028 0.3986  3.366
C1 4.8096 -1.9592 0.5244  -0.856
O1 3.9152 -1.0407 1.2115  -0.312
C2 2.6999 -0.8800 0.8217  0.878
O2 1.9616 -0.1210 1.5114  -0.944
N1 2.2220 -1.5408 -0.2496  -0.284
N2 0.9289 -1.2043 -0.7144  -0.418
H1 5.7317 -1.9233 1.0907  0.255
H2 4.9818 -1.6057 -0.4915  0.376
H3 4.3971 -2.9666 0.5521  0.377
H4 2.7966 -2.1109 -0.8518  0.323
H5 0.3064 -2.0105 -0.6551  0.419
H6 0.9619 -0.8166 -1.7231  0.462
O3 2.5703 2.4448 -2.9312  -0.564
As1 1.1829 1.5863 -2.3454  1.105
O4 1.0246 0.0824 -2.9741  -0.840
O5 1.7033 1.2971 -0.7038  -0.800
C3 -0.1272 3.0017 -2.2660  -0.084
C4 0.3459 4.2629 -2.6196  -0.519
C5 -0.4662 5.3833 -2.4879  -0.704
C6 -1.7531 5.2597 -1.9965  -0.714
C7 -2.2398 4.0081 -1.6429  -0.796
C8 -1.4338 2.8898 -1.7807  0.696
S1 -2.2001 1.3369 -1.4587  1.238
O6 -3.0863 1.4125 -0.3413  -0.654
O7 -2.6456 0.8104 -2.6989  -0.655
O8 -0.9661 0.4531 -1.0615  -0.937
H7 2.9404 2.0106 -3.7138  0.353
H8 1.3499 4.3726 -3.0020  0.588
H9 -0.0838 6.3533 -2.7758  0.492
H10 -2.3885 6.1297 -1.9010  0.451
H11 -3.2535 3.8930 -1.2812  0.582
O9 -0.1180 2.1374 1.3266  -0.493
S2 0.6912 2.4027 2.6554  0.394
C9 -0.5620 2.7906 3.8793  -1.041
C10 -1.1573 1.5320 4.5375  -0.564
C11 -2.6130 1.2820 4.1381  -1.223
C12 -2.8558 1.1246 2.6499  -0.339
S3 -2.3892 -0.3991 1.8099  0.384
O10 -0.8159 -0.5078 1.8060  -0.718
C13 -2.7817 -1.6726 2.9786  0.669
C14 -1.8332 -2.5974 3.3843  -0.279
C15 -2.2264 -3.6142 4.2444  -0.751
C16 -3.5409 -3.6987 4.6774  -0.550
C17 -4.4816 -2.7689 4.2510  -0.714
C18 -4.1099 -1.7500 3.3914  -0.446
C19 1.4413 3.9830 2.3644  0.561
C20 1.4183 4.5292 1.0920  0.001
C21 2.0760 5.7332 0.8813  -0.793
C22 2.7440 6.3587 1.9229  -0.627
C23 2.7696 5.7844 3.1886  -0.780
C24 2.1225 4.5827 3.4193  -0.549
H12 -1.3022 3.4335 3.3971  0.521
H13 -0.0112 3.4077 4.5914  0.721
H14 -1.1190 1.6654 5.6180  0.492
H15 -0.5365 0.6578 4.3233  0.224
H16 -3.2109 2.1399 4.4576  0.456
H17 -3.0042 0.4228 4.6837  0.370
H18 -2.3538 1.8829 2.0467  0.150
H19 -3.9134 1.1911 2.3771  0.908
H20 -0.8111 -2.5219 3.0447  0.368
H21 -1.4993 -4.3426 4.5768  0.435
H22 -3.8387 -4.4962 5.3445  0.413
H23 -5.5088 -2.8424 4.5811  0.425
H24 -4.8513 -1.0426 3.0382  0.435
H25 0.8931 4.0322 0.2878  0.305
H26 2.0663 6.1802 -0.1036  0.458
H27 3.2545 7.2965 1.7502  0.422
H28 3.2992 6.2696 3.9968  0.406
H29 2.1679 4.1277 4.4016  0.468

***

Molecular formula: O5S2
Method: DFT, ωB97M-V/def2-TZVPD

The value obtained for the orbital gap is 6.087 eV. As for the charge: -2. The calculation puts the energy above the lowest of the compared OMol25 structures with the same formula, charge and spin at 265.8 kJ/mol. Its total energy is -31904.6168 eV. The value obtained for the strongest force on any atom is 5.18 eV/A. As for the structure (SMILES): O=S(=O)=S(=O)([O-])[O-].

Last column: Mulliken charge in e.
Positions of all 7 atoms, in Å:
O1 2.3071 -1.1086 -0.1190  -0.611
S1 1.4149 0.0703 0.3789  0.445
O2 1.6123 1.2978 -0.4165  -0.527
S2 -0.8904 -0.0985 0.0435  0.795
O3 -1.2659 -0.8193 1.2964  -0.607
O4 -1.2189 -0.9151 -1.2059  -0.644
O5 -1.9591 1.5734 0.0227  -0.850

***

Molecular formula: C12H18Br29FNb
Method: DFT, ωB97M-V/def2-TZVPD

The value obtained for the orbital gap is 6.215 eV. As for the charge: -1. Its total energy is -2048230.0011 eV. The value obtained for the strongest force on any atom is 4.57 eV/A.

Last column: Mulliken charge in e.
Positions of all 61 atoms, in Å:
C1 1.2049 -2.0153 -1.2706  -0.812
C2 0.2759 -3.1776 -0.8479  0.395
Br1 -1.2898 -2.5474 0.2044  -0.154
C3 0.9912 -4.3783 -0.1698  -0.839
Br2 1.9715 -5.4781 -1.5261  -0.182
Nb1 2.3104 -3.9118 1.6377  -0.201
F1 0.6686 -3.3627 2.7960  -0.680
H1 1.0785 -1.1710 -0.5843  0.050
H2 2.2641 -2.2876 -1.1990  0.286
H3 0.9374 -1.6346 -2.2659  0.193
H4 -0.1675 -3.5560 -1.7833  0.206
H5 0.1985 -5.0512 0.1998  0.527
H6 2.6753 -2.2004 1.1555  0.137
H7 3.4727 -3.6333 3.0355  0.060
H8 2.2755 -5.6602 2.2191  0.008
H9 3.7287 -4.4335 0.6060  0.108
C4 1.7905 2.5609 0.5262  -0.266
Br3 0.5185 3.3577 -0.6944  0.014
Br4 1.0609 1.0075 1.4169  -0.075
Br5 3.4706 2.1683 -0.3462  0.015
H10 1.9957 3.2968 1.2929  0.276
C5 -3.9870 -6.1056 0.6017  -0.359
Br6 -2.3067 -6.4862 -0.2716  0.027
Br7 -3.7209 -5.4542 2.4024  -0.015
Br8 -5.0766 -4.8944 -0.4431  -0.032
H11 -4.5285 -7.0382 0.6753  0.355
C6 7.5847 -2.6048 1.0796  -0.339
Br9 7.7769 -2.3564 2.9891  -0.027
Br10 6.8699 -4.3480 0.6544  0.005
Br11 6.5370 -1.1894 0.2789  0.013
H12 8.5756 -2.5502 0.6514  0.318
C7 -3.5309 2.1493 -1.6031  0.026
Br12 -4.3628 0.9853 -2.9050  -0.049
Br13 -2.1925 1.2250 -0.5643  0.106
Br14 -2.8235 3.7552 -2.4263  -0.099
H13 -4.3068 2.4633 -0.9161  0.056
C8 -1.2913 7.2571 0.0809  -0.362
Br15 -2.5632 8.0142 -1.1655  -0.053
Br16 -1.9303 5.5976 0.8377  0.040
Br17 0.4376 6.9982 -0.7389  -0.002
H14 -1.1738 7.9658 0.8890  0.378
C9 5.7960 5.5091 0.9760  -0.375
Br18 7.2546 4.4174 0.3288  -0.010
Br19 4.6694 6.1290 -0.4694  0.007
Br20 4.7717 4.5942 2.3355  -0.016
H15 6.2314 6.3837 1.4387  0.373
C10 0.5865 -4.8851 -5.7023  -0.360
Br21 1.8547 -6.3329 -5.8984  -0.024
Br22 -1.0133 -5.4564 -4.7774  -0.012
Br23 1.3861 -3.3463 -4.8524  0.041
H16 0.2900 -4.5843 -6.6972  0.350
C11 -6.4314 6.0212 1.1755  -0.284
Br24 -5.3033 5.3571 -0.2454  0.031
Br25 -8.2169 5.2812 1.0755  -0.046
Br26 -5.6364 5.7407 2.9176  -0.056
H17 -6.5234 7.0895 1.0375  0.333
C12 -4.9831 1.3244 2.6809  -0.381
Br27 -3.7275 2.6065 1.9608  0.048
Br28 -6.7201 2.1184 3.0004  -0.048
Br29 -5.1066 -0.2500 1.5667  0.007
H18 -4.5971 1.0072 3.6400  0.367